{
  "formula": "C3H3LuO3",
  "method": "ωB97M-V with the def2-TZVPD basis set",
  "symbols": ["O", "O", "C", "C", "O", "C", "Lu", "H", "H", "H"],
  "positions_angstrom": [[-0.21983, 0.15021, 0.86039], [-0.73998, -0.90903, -1.70569], [0.55316, -0.58621, -1.58688], [0.99287, 0.24157, -0.46862], [-1.36959, 0.83250, 3.63277], [-1.38309, 0.26393, 2.63508], [-1.95493, -0.69458, 0.00228], [1.17588, -0.65573, -2.49169], [0.91091, 1.32421, -0.70530], [2.03461, 0.03312, -0.17233]],
  "forces_ev_per_a": [[1.4, -1.2, -4.7], [-0.7, 0.5, 1.5], [-0.8, -0.4, -0.4], [-1.5, 1.0, 1.6], [0.7, -1.4, -2.8], [-2.1, 1.1, 3.1], [4.0, 1.1, 0.3], [-0.2, -0.2, 0.5], [-0.1, -0.5, 0.4], [-0.7, 0.0, 0.5]],
  "orbital_gap_ev": [4.407, 8.370],
  "max_force_ev_per_a": 5.0,
  "e_above_lowest_kcal_mol": 33.2,
  "e_lumo_ev": [-6.2, -6.3],
  "charge": 1,
  "spin_multiplicity": 2,
  "total_energy_ha": -1576.98279
}



{
  "formula": "C3H3N2",
  "method": "ωB97M-V with the def2-TZVPD basis set",
  "symbols": ["C", "C", "C", "N", "N", "H", "H", "H"],
  "positions_angstrom": [[1.24856, 1.14440, 0.01298], [-1.94469, -0.34335, 0.31881], [0.33665, 0.28674, -0.67711], [1.53033, -0.00209, 0.41299], [-0.83135, -0.28085, -0.05662], [0.27506, 0.08031, -1.67368], [2.25833, -0.35979, 1.07634], [-2.87289, -0.52537, 0.58629]],
  "forces_ev_per_a": [[2.0, 4.5, 2.1], [8.4, 0.6, -2.8], [-0.9, -4.5, 3.2], [-1.2, -0.1, -1.0], [-4.0, 1.5, 1.1], [0.7, -0.7, -2.7], [-0.6, -0.5, -1.3], [-4.3, -0.9, 1.4]],
  "orbital_gap_ev": [7.589, 7.590],
  "max_force_ev_per_a": 8.9,
  "e_above_lowest_kcal_mol": 95.7,
  "e_lumo_ev": [-6.2, -6.2],
  "charge": 1,
  "spin_multiplicity": 1,
  "total_energy_ha": -225.10530
}



{
  "formula": "C3H3N2O",
  "method": "ωB97M-V with the def2-TZVPD basis set",
  "symbols": ["C", "C", "C", "N", "N", "O", "H", "H", "H"],
  "positions_angstrom": [[-2.09353, -0.16664, -0.27060], [0.97585, -0.57377, 0.10460], [0.13456, 0.46999, 0.84079], [-3.25282, -0.12869, -0.18744], [1.20440, 0.80710, 0.24138], [2.00467, 1.49443, -0.37833], [1.57032, -1.36726, 0.58251], [0.71583, -0.83931, -1.03497], [-1.25928, 0.30415, 0.10206]],
  "forces_ev_per_a": [[-5.6, -0.6, -0.9], [-0.6, -2.1, -2.4], [0.3, 1.3, 1.2], [0.9, -0.8, -0.6], [-0.5, -2.8, 0.3], [1.8, 3.0, -0.8], [0.0, 0.5, 0.1], [0.2, 0.3, 2.2], [3.4, 1.1, 1.0]],
  "orbital_gap_ev": 8.207,
  "max_force_ev_per_a": 5.7,
  "e_above_lowest_kcal_mol": 62.1,
  "e_lumo_ev": 4.6,
  "charge": -1,
  "spin_multiplicity": 1,
  "total_energy_ha": -300.68194
}



{
  "formula": "C3H3N2O",
  "method": "ωB97M-V with the def2-TZVPD basis set",
  "symbols": ["N", "C", "C", "C", "N", "O", "H", "H", "H"],
  "positions_angstrom": [[-2.10459, -0.85628, -1.04558], [-0.97015, -0.64923, -0.85719], [0.43616, -0.43116, -0.70717], [0.38317, 0.10107, 0.67263], [0.24668, 1.27493, 1.01730], [0.29042, 2.30431, 1.49236], [0.60340, 0.32048, -1.38770], [0.84476, -1.44934, -0.72207], [0.27013, -0.61478, 1.53742]],
  "forces_ev_per_a": [[2.5, 0.6, 0.6], [-4.7, -1.4, -1.5], [-1.5, -1.5, 1.5], [0.6, -1.2, 1.8], [0.6, 0.3, 0.7], [-0.3, 0.5, -0.2], [1.8, 1.3, -1.9], [1.0, 0.7, -0.3], [0.1, 0.7, -0.6]],
  "smiles": "N#CCC=[N+]=O",
  "orbital_gap_ev": 8.325,
  "max_force_ev_per_a": 5.1,
  "e_above_lowest_kcal_mol": 110.8,
  "e_lumo_ev": -8.4,
  "charge": 1,
  "spin_multiplicity": 1,
  "total_energy_ha": -300.39275
}



{
  "formula": "C3H3N2O",
  "method": "ωB97M-V with the def2-TZVPD basis set",
  "symbols": ["N", "C", "C", "C", "N", "O", "H", "H", "H"],
  "positions_angstrom": [[-1.71548, 0.54008, -1.50879], [-0.85469, 0.82764, -0.86710], [0.22940, 0.83130, 0.10462], [0.56179, -0.46293, 0.43827], [-0.08036, -1.50589, 0.27780], [-0.49789, -2.55195, 0.01220], [-0.16400, 1.57820, 0.90971], [1.11993, 1.36575, -0.43744], [1.40130, -0.62221, 1.07074]],
  "forces_ev_per_a": [[-3.9, -1.0, -3.1], [3.2, 0.6, 2.6], [-1.0, 6.8, -2.3], [1.2, -2.4, 2.0], [-1.2, -3.1, -1.2], [0.6, 2.3, 0.6], [1.2, -1.6, -0.6], [-1.2, -1.0, 1.3], [1.1, -0.5, 0.7]],
  "smiles": "N#CCC=[N+]=O",
  "orbital_gap_ev": 8.597,
  "max_force_ev_per_a": 7.3,
  "e_above_lowest_kcal_mol": 111.9,
  "e_lumo_ev": -8.4,
  "charge": 1,
  "spin_multiplicity": 1,
  "total_energy_ha": -300.39114
}



{
  "formula": "C3H3N2O2",
  "method": "ωB97M-V with the def2-TZVPD basis set",
  "symbols": ["N", "N", "C", "C", "O", "C", "O", "H", "H", "H"],
  "positions_angstrom": [[-0.19752, 0.71706, 0.39989], [0.74018, 0.03276, -0.40364], [0.56361, -1.26317, -1.02459], [0.52965, -2.08582, -2.17364], [0.65497, -2.31051, -3.38704], [0.13453, -2.57410, -0.88973], [-0.45962, -3.38498, -0.13303], [-0.18304, 0.21652, 1.27743], [-1.12178, 0.50957, -0.20443], [0.89235, 0.72006, -1.12247]],
  "forces_ev_per_a": [[-3.1, -1.4, -2.1], [2.2, -0.1, -1.6], [-0.4, 1.2, 0.5], [0.1, -0.3, -0.8], [0.2, 0.5, 0.3], [-1.3, -0.4, 1.8], [0.7, 0.2, -0.6], [-0.8, -0.1, 0.1], [1.6, 0.7, 2.8], [0.7, -0.3, -0.4]],
  "smiles": "NNc1c([O-])c1=O",
  "orbital_gap_ev": 7.453,
  "max_force_ev_per_a": 4.0,
  "e_above_lowest_kcal_mol": 79.0,
  "e_lumo_ev": 4.1,
  "charge": -1,
  "spin_multiplicity": 1,
  "total_energy_ha": -376.04111
}



{
  "formula": "C3H3N2O2",
  "method": "ωB97M-V with the def2-TZVPD basis set",
  "symbols": ["C", "C", "C", "N", "N", "O", "O", "H", "H", "H"],
  "positions_angstrom": [[0.65942, -0.12674, 0.19832], [-0.51765, -0.77856, 0.56488], [-4.93782, 0.06500, -0.10129], [1.77366, -0.41286, -0.35311], [-1.66819, -1.18426, 0.26799], [-5.39205, -0.96817, -0.22143], [-4.55016, 1.12496, -0.01366], [0.62839, 0.99863, 0.62699], [2.51524, 0.14816, -0.10545], [-1.98205, -1.13057, -0.73421]],
  "forces_ev_per_a": [[-1.9, 3.8, 1.4], [1.4, 0.2, 0.0], [0.0, -0.2, -0.1], [0.1, -3.7, -1.7], [-1.3, -0.7, -0.3], [-1.1, -2.8, -0.2], [1.2, 3.0, 0.3], [-0.6, -1.9, -0.4], [1.6, 1.8, 0.6], [0.6, 0.5, 0.2]],
  "orbital_gap_ev": 4.413,
  "max_force_ev_per_a": 4.5,
  "e_above_lowest_kcal_mol": 68.2,
  "e_lumo_ev": 3.0,
  "charge": -1,
  "spin_multiplicity": 1,
  "total_energy_ha": -376.05841
}



{
  "formula": "C3H3N2O2",
  "method": "ωB97M-V with the def2-TZVPD basis set",
  "symbols": ["C", "N", "C", "N", "C", "O", "O", "H", "H", "H"],
  "positions_angstrom": [[-2.08142, 0.19056, -0.04598], [-0.60342, 0.40238, -0.16385], [0.40045, 0.18942, 0.48155], [1.52897, 0.02272, 0.87140], [2.41663, -0.46481, -0.19788], [2.69537, -1.65016, -0.03569], [2.75095, 0.41247, -0.99457], [-2.39832, 1.04251, 0.56858], [-2.54476, 0.57125, -0.98413], [-2.16444, -0.71635, 0.50057]],
  "forces_ev_per_a": [[2.8, 3.0, 0.1], [-2.2, 1.0, -0.6], [-0.2, -0.4, -0.4], [-0.9, 1.0, 1.4], [1.2, -0.5, 0.0], [0.5, -0.6, -0.6], [0.1, -0.1, -0.3], [-0.2, -0.4, 0.7], [0.2, -1.8, 0.2], [-1.4, -1.1, -0.4]],
  "smiles": "CN=C=NC(=O)[O-]",
  "orbital_gap_ev": 7.414,
  "max_force_ev_per_a": 4.1,
  "e_above_lowest_kcal_mol": 27.3,
  "e_lumo_ev": 3.6,
  "charge": -1,
  "spin_multiplicity": 1,
  "total_energy_ha": -376.12359
}



{
  "formula": "C3H3N2O2",
  "method": "ωB97M-V with the def2-TZVPD basis set",
  "symbols": ["C", "C", "C", "N", "N", "O", "O", "H", "H", "H"],
  "positions_angstrom": [[-0.84580, -0.32906, 0.53710], [1.61543, 0.49913, -1.09826], [-1.43496, 0.78180, 0.12078], [1.52819, -0.12280, -0.06809], [-0.77378, -1.47285, 0.88730], [1.43684, 1.09628, -2.05923], [-0.41935, -2.48759, 1.28962], [-2.47889, 0.78525, -0.19291], [-0.89831, 1.72401, 0.07789], [2.27062, -0.47416, 0.50580]],
  "forces_ev_per_a": [[-0.6, 0.4, -0.1], [-0.2, 0.0, 0.0], [-0.1, 0.2, -0.1], [0.2, -0.5, 0.9], [-0.2, 0.1, 0.1], [0.1, 0.6, -0.9], [0.2, -0.5, 0.1], [0.1, -0.2, 0.1], [0.1, -0.1, 0.0], [0.4, 0.0, 0.0]],
  "orbital_gap_ev": 7.204,
  "max_force_ev_per_a": 1.1,
  "e_above_lowest_kcal_mol": 107.1,
  "e_lumo_ev": -8.3,
  "charge": 1,
  "spin_multiplicity": 1,
  "total_energy_ha": -375.65067
}



{
  "formula": "C3H3N2OS",
  "method": "ωB97M-V with the def2-TZVPD basis set",
  "symbols": ["C", "C", "C", "N", "N", "O", "S", "H", "H", "H"],
  "positions_angstrom": [[-1.04260, -0.36978, -1.94696], [-1.03383, 0.34047, -0.71399], [-0.24798, -0.20929, 0.23252], [0.57931, -1.73116, -1.13110], [0.43093, 0.13721, 1.34205], [-0.25505, -1.40949, -2.07637], [-2.14896, 1.64263, -0.48777], [-1.67956, -0.14689, -2.78745], [1.03763, 0.95341, 1.27850], [0.84792, -0.63463, 1.84370]],
  "forces_ev_per_a": [[0.2, 0.5, 0.5], [-0.4, -0.4, -0.5], [1.8, -2.9, -2.0], [-0.7, 2.3, 2.3], [0.1, 0.1, -0.1], [-0.4, -0.3, -0.3], [-0.3, 0.7, 0.2], [0.0, 0.0, 0.0], [-0.2, -0.2, 0.0], [-0.1, 0.2, 0.0]],
  "orbital_gap_ev": [6.715, 6.769],
  "max_force_ev_per_a": 4.0,
  "e_above_lowest_kcal_mol": 113.4,
  "e_lumo_ev": [4.0, 4.0],
  "charge": -1,
  "spin_multiplicity": 1,
  "total_energy_ha": -698.89900
}



{
  "formula": "C3H3N2S",
  "method": "ωB97M-V with the def2-TZVPD basis set",
  "symbols": ["S", "N", "C", "N", "C", "C", "H", "H", "H"],
  "positions_angstrom": [[1.81414, -0.39017, -1.41827], [0.51648, 0.01570, -0.55922], [-1.11846, -0.50968, -0.86786], [-1.76233, -0.05740, 0.08183], [-0.95707, 0.20441, 1.12665], [0.39713, 0.23507, 0.74455], [1.21364, -0.22290, -2.62603], [-1.33734, 0.26562, 2.13447], [1.23380, 0.45936, 1.38388]],
  "forces_ev_per_a": [[0.5, -0.2, -0.4], [-0.8, 0.8, 1.2], [0.0, -1.1, -1.2], [-1.0, 0.6, 0.6], [0.1, -0.2, -0.1], [1.0, 0.1, -0.5], [0.1, 0.0, 0.2], [0.0, 0.1, 0.1], [0.2, -0.2, 0.1]],
  "smiles": "Sn1c#[n+]cc1",
  "orbital_gap_ev": [7.034, 7.180],
  "max_force_ev_per_a": 1.7,
  "e_above_lowest_kcal_mol": 89.8,
  "e_lumo_ev": [-8.1, -8.2],
  "charge": 1,
  "spin_multiplicity": 1,
  "total_energy_ha": -623.35149
}



{
  "formula": "C3H3N3",
  "method": "ωB97M-V with the def2-TZVPD basis set",
  "symbols": ["C", "C", "N", "N", "N", "C", "H", "H", "H"],
  "positions_angstrom": [[0.74194, 0.42256, -0.29263], [-0.48410, 1.10779, -0.12249], [-1.47071, 0.55801, 0.30614], [-1.57052, -0.86605, 0.66522], [-0.42901, -1.56028, 0.71898], [0.65741, -0.98342, 0.00632], [1.58692, 0.77494, -0.85785], [-0.55898, 2.18645, -0.07515], [1.52704, -1.64002, -0.34854]],
  "forces_ev_per_a": [[-0.8, -4.1, -0.5], [5.8, 2.6, -0.2], [-7.2, -5.7, 2.5], [3.7, 1.7, 0.2], [-1.1, 2.3, -2.7], [0.7, 2.0, 0.1], [0.1, 0.3, 0.1], [0.2, 0.4, -0.8], [-1.5, 0.7, 1.2]],
  "smiles": "c1cnnnc1",
  "orbital_gap_ev": 9.544,
  "max_force_ev_per_a": 9.5,
  "e_above_lowest_kcal_mol": 77.4,
  "e_lumo_ev": -0.5,
  "spin_multiplicity": 1,
  "total_energy_ha": -280.25735
}